A structure of composition C30H64BBrClF2N3O17Si2 in a non-equilibrium geometry, computed with ωB97M-V with the def2-TZVPD basis set.

- E_tot: -175861.855 eV
- Largest force on an atom: 0.073 hartree/bohr
- E_HOMO: -9.0 eV
- Frontier orbital gap: 9.27 eV

Structure (ORCA input):
```
! wB97M-V def2-TZVPD RIJCOSX def2/J DEFGRID3
* xyz 0 1
C -5.31 -6.06 4.58
C -4.54 -6.29 3.25
O -3.36 -6.32 3.24
N -5.39 -6.41 2.06
C -5.70 -7.85 1.94
C -4.66 -8.97 2.05
O -6.82 -8.15 1.77
Si -4.65 -5.73 0.62
O -3.58 -6.89 0.01
B -2.26 -6.42 -0.07
O -1.81 -5.87 -1.30
O -1.34 -6.49 0.95
O -3.72 -4.41 0.98
Si -4.57 -3.01 1.48
N -6.30 -3.06 1.27
C -4.25 -2.72 3.33
C -3.11 -1.67 3.67
C -1.97 -2.43 4.41
Cl -1.18 -3.65 3.33
C -3.95 -1.60 0.36
C -2.38 -1.68 0.11
C -2.04 -2.22 -1.32
Br -1.37 -0.83 -2.53
N -5.81 -5.41 -0.70
C -6.86 -6.38 -0.80
O -7.88 -6.17 -0.34
F -6.66 -7.57 -1.39
C -5.16 -5.16 -1.98
O -5.30 -4.13 -2.47
F -4.46 -6.09 -2.61
H -4.58 -5.81 5.36
H -6.08 -5.27 4.46
H -5.82 -7.02 4.79
H -4.41 -9.27 1.01
H -3.69 -8.65 2.48
H -5.08 -9.85 2.56
H -1.82 -4.90 -1.22
H -0.44 -6.58 0.62
H -6.79 -3.72 1.86
H -6.61 -3.10 0.30
H -4.02 -3.64 3.90
H -5.19 -2.32 3.77
H -2.76 -1.08 2.81
H -3.52 -0.96 4.42
H -1.24 -1.73 4.87
H -2.45 -3.01 5.22
H -4.11 -0.63 0.88
H -4.49 -1.68 -0.60
H -1.94 -2.40 0.84
H -1.88 -0.72 0.30
H -1.22 -2.95 -1.19
H -2.93 -2.73 -1.74
C 2.64 -3.51 1.94
O 3.04 -2.39 1.19
C 1.94 -1.79 0.51
C 2.05 -0.28 0.52
O 1.82 0.33 1.78
C 2.79 0.14 2.80
C 4.11 0.84 2.56
O 4.85 0.22 1.52
C 5.55 1.13 0.70
H 2.48 -4.38 1.29
H 3.45 -3.75 2.64
H 1.74 -3.30 2.52
H 0.99 -2.08 0.96
H 1.96 -2.15 -0.53
H 1.27 0.11 -0.14
H 3.00 0.06 0.09
H 2.93 -0.92 3.01
H 2.34 0.58 3.70
H 4.72 0.79 3.47
H 3.92 1.89 2.32
H 4.91 1.97 0.40
H 5.86 0.60 -0.20
H 6.44 1.49 1.22
C -0.27 2.70 -2.64
O -0.45 3.10 -3.98
C -1.73 2.75 -4.51
C -2.28 3.85 -5.40
O -2.70 5.03 -4.72
C -1.69 5.85 -4.13
C -0.80 6.58 -5.12
O 0.09 5.69 -5.77
C 0.30 6.01 -7.13
H -0.08 1.62 -2.59
H 0.59 3.23 -2.25
H -1.14 2.95 -2.03
H -2.44 2.56 -3.70
H -1.60 1.83 -5.09
H -3.18 3.46 -5.88
H -1.58 4.09 -6.21
H -1.11 5.28 -3.40
H -2.24 6.60 -3.56
H -0.20 7.32 -4.58
H -1.44 7.10 -5.84
H -0.65 6.21 -7.65
H 0.77 5.14 -7.61
H 0.97 6.87 -7.22
C 4.29 7.75 1.23
O 5.61 7.25 1.36
C 5.67 5.96 1.95
C 6.73 5.10 1.29
O 6.41 4.66 -0.03
C 6.39 5.64 -1.06
C 7.75 6.22 -1.43
O 8.24 7.07 -0.41
C 9.64 6.97 -0.21
H 3.92 8.10 2.20
H 4.32 8.59 0.53
H 3.61 7.00 0.82
H 4.70 5.45 1.87
H 5.91 6.09 3.01
H 6.82 4.18 1.88
H 7.71 5.58 1.32
H 5.67 6.43 -0.84
H 6.01 5.12 -1.94
H 7.66 6.81 -2.34
H 8.44 5.39 -1.61
H 9.96 5.93 -0.16
H 9.88 7.45 0.74
H 10.17 7.49 -1.02
*
```


A structure of composition C30H64LuN7O2Si in a non-equilibrium geometry, computed with ωB97M-V with the def2-TZVPD basis set.

- E_tot: -88158.632 eV
- Largest force on an atom: 0.041 hartree/bohr
- E_HOMO: -12.4 eV
- Frontier orbital gap: 7.60 eV

Structure (ORCA input):
```
! wB97M-V def2-TZVPD RIJCOSX def2/J DEFGRID3
* xyz 2 1
Lu -0.52 0.48 -0.25
N 1.28 4.75 -0.22
C 1.46 3.69 0.83
C 1.03 4.06 2.23
C 0.93 2.74 3.02
N -0.16 1.88 2.49
C 2.27 2.01 2.98
C 2.83 1.77 1.57
N 2.01 0.77 0.85
C 2.86 3.10 0.81
H 0.46 5.33 -0.05
H 1.12 4.22 -1.08
H 2.10 5.35 -0.32
H 0.80 2.90 0.52
H 0.05 4.57 2.23
H 1.75 4.71 2.72
H 0.72 3.00 4.05
H -1.04 2.36 2.65
H -0.20 1.05 3.08
H 2.19 1.06 3.52
H 3.00 2.61 3.53
H 3.85 1.41 1.67
H 1.86 -0.04 1.45
H 2.55 0.41 0.07
H 3.20 2.94 -0.22
H 3.57 3.77 1.30
O 0.77 2.20 -1.55
N 1.75 1.82 -2.27
N 1.86 0.57 -2.36
O 1.04 -0.25 -1.73
C 2.93 -0.01 -3.15
C 3.67 0.78 -4.02
C 4.70 0.19 -4.74
C 4.97 -1.17 -4.61
C 4.22 -1.94 -3.74
C 3.19 -1.37 -3.00
H 3.44 1.83 -4.14
H 5.28 0.80 -5.42
H 5.76 -1.62 -5.19
H 4.43 -3.00 -3.63
H 2.58 -1.96 -2.33
C -2.32 -2.82 -0.14
N -1.05 -2.21 -0.58
C -0.94 -2.42 -2.04
C 0.08 -2.93 0.06
C 0.07 -2.82 1.58
N 0.94 -1.76 2.10
C 2.35 -2.17 1.99
C 0.62 -1.55 3.52
H -2.29 -3.91 -0.28
H -3.14 -2.42 -0.73
H -2.54 -2.61 0.91
H -0.97 -3.48 -2.28
H -0.02 -1.99 -2.42
H -1.78 -1.94 -2.54
H 1.00 -2.53 -0.35
H 0.03 -3.99 -0.22
H 0.34 -3.78 2.02
H -0.94 -2.60 1.93
H 2.52 -3.14 2.48
H 2.99 -1.43 2.47
H 2.64 -2.25 0.94
H 0.73 -2.47 4.11
H -0.41 -1.21 3.62
H 1.29 -0.80 3.95
C -4.43 -0.50 -1.87
C -4.46 0.61 -0.81
C -5.83 1.31 -0.86
C -4.32 -0.07 0.57
Si -2.97 1.79 -1.10
C -3.18 3.41 -0.05
C -3.53 3.01 1.39
C -1.84 4.17 -0.01
C -4.26 4.36 -0.58
C -2.78 2.21 -2.99
C -4.13 2.45 -3.70
C -2.05 1.05 -3.69
C -1.95 3.48 -3.21
H -5.19 -1.26 -1.63
H -3.46 -0.99 -1.91
H -4.66 -0.13 -2.87
H -6.63 0.56 -0.85
H -5.95 1.91 -1.77
H -5.98 1.96 0.00
H -5.04 -0.89 0.66
H -4.51 0.62 1.40
H -3.31 -0.50 0.72
H -3.43 3.88 2.06
H -2.88 2.21 1.77
H -4.56 2.66 1.48
H -1.01 3.49 0.19
H -1.88 4.92 0.80
H -1.65 4.70 -0.95
H -5.25 3.90 -0.58
H -4.05 4.69 -1.60
H -4.31 5.26 0.05
H -4.76 1.56 -3.73
H -3.95 2.75 -4.74
H -4.70 3.25 -3.22
H -2.63 0.12 -3.69
H -1.08 0.84 -3.23
H -1.85 1.31 -4.74
H -2.46 4.37 -2.84
H -1.80 3.63 -4.29
H -0.96 3.42 -2.74
*
```


A cluster of 3 separate species, C30H65IN4O16P2S in total in a non-equilibrium geometry, computed with ωB97M-V with the def2-TZVPD basis set.

- E_tot: -108391.707 eV
- Largest force on an atom: 0.157 hartree/bohr
- E_HOMO: -9.3 eV
- Frontier orbital gap: 8.55 eV

Structure (ORCA input):
```
! wB97M-V def2-TZVPD RIJCOSX def2/J DEFGRID3
* xyz 0 1
C 0.97 6.57 -0.25
C -0.50 6.08 0.03
N -0.58 4.66 0.36
C -1.01 3.75 -0.73
C -0.08 3.86 -1.95
C -0.19 5.07 -2.93
O -0.33 4.55 -4.29
C 0.88 4.30 -4.87
O 0.97 3.37 -5.58
C -0.74 2.32 -0.02
C 0.78 1.98 0.20
C 1.52 1.00 -0.73
O 1.59 1.30 -2.11
C 3.01 0.92 -0.20
N 3.87 0.21 -1.19
C -1.68 1.15 -0.37
C -1.47 0.37 -1.69
N -1.85 1.08 -2.93
C -1.15 0.43 -4.06
C -1.46 0.08 0.79
O -0.81 -1.13 0.34
N -0.53 -1.88 1.50
O 0.61 -1.83 1.77
O -3.11 1.40 -0.28
S -3.54 2.89 0.10
O -3.27 3.25 1.49
O -4.96 3.09 -0.03
C -2.57 3.96 -1.03
C -3.05 3.97 -2.50
C -4.45 3.41 -2.87
C -4.75 3.82 -4.35
I -3.74 2.63 -5.83
H 0.92 7.46 -0.91
H 1.40 6.92 0.71
H 1.57 5.79 -0.75
H -1.20 6.41 -0.78
H -0.82 6.67 0.91
H -1.24 4.59 1.14
H -0.25 2.96 -2.57
H 0.99 3.82 -1.68
H -1.07 5.72 -2.78
H 0.75 5.66 -2.93
H 1.73 5.00 -4.71
H -1.02 2.53 1.04
H 1.32 2.95 0.21
H 0.95 1.60 1.23
H 1.16 -0.04 -0.64
H 2.19 2.03 -2.30
H 3.40 1.97 -0.14
H 3.07 0.43 0.79
H 4.20 0.89 -1.87
H 4.72 -0.05 -0.68
H -0.48 -0.08 -1.85
H -2.17 -0.50 -1.62
H -2.83 0.87 -3.10
H -1.11 -0.68 -3.95
H -1.66 0.61 -5.03
H -0.13 0.83 -4.16
H -2.43 -0.24 1.23
H -0.90 0.53 1.65
H -2.82 4.97 -0.62
H -2.35 3.52 -3.24
H -3.08 5.04 -2.82
H -5.22 3.95 -2.29
H -4.56 2.31 -2.80
H -4.44 4.87 -4.52
H -5.83 3.79 -4.56
O -5.16 -1.34 7.48
P -3.68 -1.35 7.26
O -3.63 -1.87 5.70
C -4.08 -1.00 4.67
C -3.11 0.14 4.43
O -3.36 -2.75 8.06
C -4.16 -3.13 9.19
C -5.15 -4.21 8.79
O -2.05 -0.99 7.26
C -1.00 -1.95 7.28
C -0.85 -2.76 6.01
H -5.08 -0.62 4.91
H -4.17 -1.60 3.76
H -3.05 0.79 5.31
H -3.43 0.75 3.58
H -2.11 -0.23 4.24
H -4.67 -2.27 9.62
H -3.48 -3.52 9.95
H -5.69 -3.95 7.88
H -5.87 -4.40 9.59
H -4.62 -5.15 8.58
H -1.08 -2.60 8.15
H -0.08 -1.37 7.43
H -1.66 -3.48 5.90
H 0.09 -3.31 6.02
H -0.86 -2.11 5.13
O 6.58 -5.99 -1.81
P 5.89 -4.80 -2.42
O 4.32 -5.17 -2.07
C 3.89 -5.10 -0.72
C 3.78 -3.66 -0.24
O 5.98 -5.30 -3.99
C 7.08 -6.10 -4.44
C 6.66 -7.55 -4.56
O 5.50 -3.27 -2.93
C 4.83 -2.95 -4.15
C 3.37 -3.37 -4.19
H 4.57 -5.67 -0.08
H 2.91 -5.58 -0.67
H 4.77 -3.18 -0.23
H 3.37 -3.62 0.77
H 3.15 -3.08 -0.91
H 7.94 -5.99 -3.77
H 7.39 -5.72 -5.41
H 6.14 -7.90 -3.67
H 7.53 -8.19 -4.74
H 5.97 -7.67 -5.40
H 5.37 -3.33 -5.02
H 4.87 -1.87 -4.23
H 3.27 -4.45 -4.29
H 2.88 -2.92 -5.06
H 2.85 -3.06 -3.29
*
```


A cluster of 8 separate species, C30H66O20P2 in total in a non-equilibrium geometry, computed with ωB97M-V with the def2-TZVPD basis set.

- E_tot: -91713.975 eV
- Largest force on an atom: 0.042 hartree/bohr
- E_HOMO: -10.0 eV
- Frontier orbital gap: 10.58 eV

Structure (ORCA input):
```
! wB97M-V def2-TZVPD RIJCOSX def2/J DEFGRID3
* xyz 0 1
C -6.63 0.42 16.84
O -6.79 1.85 16.86
P -7.91 2.50 15.91
O -7.80 3.94 15.64
O -7.92 1.54 14.65
C -8.88 1.55 13.59
O -9.28 2.09 16.67
C -9.67 2.92 17.76
H -5.75 0.16 17.41
H -6.55 0.01 15.83
H -7.50 -0.01 17.34
H -9.71 2.24 13.74
H -9.23 0.52 13.54
H -8.37 1.76 12.65
H -9.13 3.87 17.83
H -9.59 2.41 18.72
H -10.72 3.18 17.61
C -15.59 12.52 6.87
O -14.94 12.48 8.14
P -15.15 11.18 9.07
O -14.73 9.94 8.42
O -16.69 11.34 9.43
C -17.19 10.43 10.41
O -14.41 11.50 10.43
C -13.02 11.29 10.58
H -16.07 11.56 6.68
H -14.87 12.73 6.08
H -16.39 13.26 6.86
H -17.55 10.97 11.28
H -16.45 9.71 10.78
H -17.99 9.82 9.99
H -12.51 11.15 9.63
H -12.81 10.43 11.21
H -12.53 12.12 11.10
O -14.82 7.80 17.83
C -14.34 7.24 18.80
O -14.24 5.93 18.91
C -15.04 5.10 18.06
C -14.43 3.71 18.02
C -13.55 7.98 19.82
H -14.94 5.47 17.04
H -16.08 5.12 18.37
H -14.24 3.26 18.99
H -13.46 3.82 17.53
H -14.98 3.09 17.32
H -12.49 7.75 19.73
H -13.92 7.76 20.82
H -13.59 9.07 19.74
O -7.12 5.54 22.21
C -8.13 5.19 22.74
O -9.36 5.32 22.24
C -9.60 6.16 21.10
C -10.61 5.42 20.25
C -8.14 4.45 24.06
H -8.67 6.31 20.56
H -9.97 7.10 21.50
H -11.61 5.29 20.66
H -10.24 4.44 19.94
H -10.84 5.96 19.32
H -7.17 4.59 24.52
H -8.08 3.41 23.72
H -9.02 4.63 24.66
O -12.49 4.23 8.88
C -11.74 4.46 9.79
O -11.94 5.37 10.74
C -13.18 6.03 10.89
C -13.14 7.38 10.21
C -10.46 3.65 10.02
H -13.51 6.19 11.92
H -13.96 5.40 10.46
H -14.01 7.99 10.49
H -13.28 7.34 9.13
H -12.29 8.01 10.47
H -9.58 4.25 9.85
H -10.55 2.77 9.39
H -10.58 3.34 11.07
O -11.71 5.84 16.66
C -11.53 5.80 15.46
O -11.94 6.72 14.59
C -12.81 7.77 15.04
C -12.92 8.76 13.92
C -10.68 4.81 14.72
H -12.52 8.22 16.00
H -13.76 7.32 15.35
H -12.03 9.33 13.65
H -13.67 9.51 14.21
H -13.26 8.29 12.99
H -10.54 3.87 15.24
H -9.70 5.30 14.75
H -11.04 4.71 13.71
O -13.11 3.14 13.25
C -14.05 3.25 13.99
O -14.43 2.30 14.84
C -13.72 1.07 14.96
C -12.65 1.19 16.05
C -14.93 4.46 14.02
H -13.23 0.83 14.01
H -14.45 0.31 15.21
H -13.17 1.32 16.99
H -12.14 2.14 15.84
H -11.92 0.38 15.95
H -15.73 4.30 14.74
H -15.37 4.60 13.03
H -14.39 5.36 14.32
O -9.53 9.76 14.61
C -8.96 8.81 15.09
O -8.41 7.84 14.35
C -8.33 8.02 12.94
C -9.44 7.22 12.29
C -8.94 8.46 16.54
H -7.33 7.79 12.55
H -8.37 9.07 12.66
H -9.49 7.29 11.20
H -10.37 7.58 12.73
H -9.31 6.18 12.61
H -9.83 7.87 16.76
H -8.95 9.38 17.10
H -8.05 7.87 16.76
*
```


Among the records above, which one has the lowest frontier orbital gap?
C30H64LuN7O2Si


Look up the E_HOMO of the first one.
-9.0 eV